DFT (ωB97M-V/def2-TZVPD) results for a structure of composition C51H46AsF3N3O9P3PbS.

The geometry in XYZ format:
```
118
Properties=species:S:1:pos:R:3:forces:R:3
Pb -0.702958 0.762665 0.984351 1.206 0.168 1.707
C -4.088039 1.273273 4.949048 -0.299 0.118 -0.338
C -2.904691 0.275309 5.071164 -0.423 0.516 -1.024
O -2.844410 -0.218973 6.386160 -0.242 0.315 0.494
P -1.323529 1.179844 4.804470 2.175 -0.835 -1.097
O -1.043894 2.085550 6.138616 -0.433 0.116 -0.652
O -0.021983 0.229715 5.039649 -1.358 0.320 0.432
O -1.187292 1.774500 3.424592 -0.939 0.456 1.671
P -3.293987 -1.096473 3.722316 1.512 -2.583 1.849
O -2.253781 -2.325650 4.213121 -0.389 1.215 -0.112
O -4.619637 -1.698734 4.010272 -0.359 1.190 0.028
O -2.783918 -0.679147 2.404046 0.098 1.314 -1.306
H -4.212368 1.958807 5.805630 0.369 -0.297 -0.119
H -5.011622 0.679392 4.874722 0.252 0.142 0.097
H -4.030255 1.888678 4.031922 0.151 -0.317 0.332
H -2.899428 -1.165961 6.349191 0.095 -0.883 -0.087
H -1.758171 2.546601 6.598414 -0.129 -0.321 -0.506
H 0.592916 0.270471 4.274844 -0.398 0.042 -0.215
H -1.537652 -2.378931 3.561774 0.079 -0.026 0.182
O -7.015668 5.875505 1.885679 -0.520 0.137 0.175
C -6.513541 4.607274 1.940821 1.295 0.109 -0.440
O -7.210384 3.832145 2.557152 1.442 -0.005 -1.040
C -5.067637 4.378355 1.275764 0.231 -0.230 0.891
C -4.103519 5.383515 0.904144 -2.046 0.511 0.771
C -2.766422 5.213823 0.648722 0.928 -1.885 0.280
C -2.199244 3.867483 0.778974 1.426 1.301 -1.242
C -3.155011 2.891523 1.104696 0.333 -0.126 -0.237
C -4.492181 3.082071 1.323391 -0.580 2.103 -0.120
N -0.856943 3.432264 0.465037 -2.127 0.995 1.136
C 0.230924 4.195461 0.148236 -1.792 -1.848 -0.710
C 1.344846 3.399960 -0.286225 0.192 -1.026 -0.075
C 2.457252 4.024728 -0.860898 0.295 -0.463 0.692
C 3.527865 3.231704 -1.132870 1.413 -0.387 -0.818
C 3.546616 1.799236 -1.065517 1.386 1.866 0.124
C 2.466311 1.271392 -0.458153 -1.581 -0.697 0.542
N 1.409895 2.009478 -0.138407 -1.886 1.573 0.453
H -6.523245 6.551559 1.427127 0.758 -0.197 -0.393
H -4.450078 6.413113 0.887858 -0.041 0.149 -0.092
H -2.158532 6.086600 0.414967 -0.061 -0.287 -0.008
H -2.851470 1.880867 1.181558 0.197 -0.761 0.120
H -5.123304 2.264924 1.522401 -0.546 -1.058 0.430
H 0.190910 5.272140 -0.137080 0.073 -0.752 0.484
H 2.498980 5.103826 -0.907660 0.137 0.056 -0.097
H 4.455831 3.745036 -1.359939 0.090 -0.120 -0.443
H 4.458792 1.244522 -1.278435 -0.288 0.095 -0.002
H 2.353367 0.221112 -0.141240 0.288 0.338 -0.392
S 0.419030 -4.809029 2.548641 -0.263 0.495 -0.398
C 0.335881 -3.313642 1.824327 1.262 5.147 -2.069
N 0.453471 -2.180049 1.334425 -1.121 -5.392 2.093
H -1.759176 0.440902 -0.445067 -0.921 -0.114 -1.036
C 0.747446 -1.963120 -2.901758 0.361 0.350 0.209
C 1.659866 -0.824107 -3.364172 -0.681 1.309 0.666
As 3.084145 -1.395100 -4.503623 0.436 -0.349 -0.327
C 1.873708 -2.211258 -5.795325 -0.826 0.581 0.266
C 2.289514 -3.238550 -6.601882 0.334 -0.491 -0.447
C 1.472177 -3.795291 -7.575978 -0.189 -0.007 -0.138
C 0.184907 -3.321163 -7.745012 -0.086 -0.054 -0.008
C -0.267219 -2.319997 -6.898963 -0.436 0.198 -0.221
C 0.545383 -1.760984 -5.942361 0.761 -0.116 -0.285
C 3.476375 -2.948990 -3.384377 0.152 0.168 -0.502
C 2.959154 -4.228932 -3.482702 -0.088 0.492 -0.379
C 3.243346 -5.160572 -2.517507 -0.458 -0.827 -0.281
C 4.049839 -4.861819 -1.447953 0.123 -0.264 0.306
C 4.566312 -3.599452 -1.343194 0.462 0.788 0.332
C 4.278905 -2.653426 -2.308902 0.361 0.485 0.406
P -0.656146 -1.060895 -2.147793 0.170 -0.148 0.016
C -1.895938 -2.351831 -1.758399 -0.051 0.667 -0.062
C -3.193648 -1.969846 -1.427802 0.208 0.115 0.155
C -3.962009 -2.779671 -0.623280 -1.242 0.154 -0.195
C -3.553466 -4.050329 -0.262892 -0.310 0.138 0.034
C -2.325544 -4.474302 -0.692378 1.084 -0.771 0.277
C -1.474238 -3.609391 -1.353272 0.558 0.221 -0.649
C -1.327679 0.155434 -3.408317 0.266 0.243 1.482
C -1.199736 1.471889 -3.004704 2.962 0.525 1.514
C -1.846249 2.619532 -3.376948 -1.825 -0.683 -0.521
C -2.944970 2.334479 -4.160601 -0.900 -1.455 -1.287
C -3.152101 0.982648 -4.609205 -1.307 2.868 -1.320
C -2.316463 -0.020613 -4.324967 -0.244 -2.801 0.272
H 1.249269 -2.450194 -2.052252 -0.223 0.012 -0.173
H 0.601504 -2.721694 -3.679682 -0.373 0.236 0.243
H 2.017289 -0.257748 -2.475082 0.110 -0.494 -0.622
H 1.095562 -0.043366 -3.927409 0.378 -0.517 0.279
H 3.279630 -3.647117 -6.487094 0.328 -0.016 0.043
H 1.855973 -4.590576 -8.196086 0.019 -0.117 -0.103
H -0.479498 -3.701207 -8.512948 0.126 -0.136 0.037
H -1.275372 -1.934989 -6.988147 -0.074 -0.068 -0.092
H 0.128536 -0.961672 -5.354690 0.082 0.069 0.210
H 2.292613 -4.468557 -4.288686 -0.205 -0.195 -0.269
H 2.783478 -6.133937 -2.608778 0.037 -0.172 0.103
H 4.250021 -5.595880 -0.694115 0.033 -0.274 0.292
H 5.182303 -3.287390 -0.508469 -0.036 -0.229 0.093
H 4.653923 -1.640901 -2.174693 0.074 -0.065 -0.067
H -3.567162 -1.004924 -1.723029 -0.074 0.306 0.003
H -4.944890 -2.418341 -0.321805 0.222 -0.086 0.076
H -4.174135 -4.676572 0.359724 -0.058 -0.032 0.035
H -1.928043 -5.454380 -0.427567 -0.223 0.192 0.066
H -0.443130 -3.875260 -1.556266 -0.089 -0.318 0.117
H -0.424568 1.698756 -2.301205 0.510 -0.349 0.758
H -1.662110 3.556670 -2.864121 0.121 -0.015 -0.328
H -3.705519 3.018785 -4.502307 0.075 0.498 0.216
H -3.980910 0.746850 -5.283111 0.047 0.404 0.291
H -2.553967 -1.041730 -4.608675 -0.090 0.034 -0.365
F 7.856476 1.508035 5.871768 -0.124 0.610 -0.779
C 6.824185 0.728825 6.229235 0.121 -0.235 0.176
F 6.619496 1.053895 7.531805 -0.885 0.141 -0.182
F 7.380729 -0.508623 6.312954 -0.525 -0.354 -0.412
C 5.579995 0.790956 5.292254 1.821 -0.458 1.406
C 5.633105 1.554047 4.132967 -0.144 0.099 0.103
C 4.550418 1.522769 3.277189 -0.825 -0.672 -0.189
C 3.488757 0.653290 3.604710 -0.964 0.800 -0.443
C 3.469919 -0.158959 4.751576 0.177 0.328 -0.667
C 4.531013 -0.078557 5.612989 0.525 0.239 -0.320
C 2.255157 0.697523 2.862853 1.298 -0.282 0.622
C 1.124685 0.610622 2.446790 -0.320 -0.090 -0.822
H 6.480962 2.182979 3.910820 0.157 0.008 0.130
H 4.448094 2.109501 2.346810 0.298 -0.282 0.724
H 2.614116 -0.811491 4.870533 0.142 -0.008 0.288
H 4.597506 -0.712517 6.478777 -0.007 -0.030 0.296
```
Positions in Å, forces in eV/Å.

Results
Max |F| (eV/Å): 5.89
HOMO level (alpha / beta) (eV): -1.889 / -2.224
Charge: -2
Orbital gap (alpha / beta) (eV): 5.531 / 5.603

Löwdin atomic charge list, values in e, 4 entries: 1.32 -0.09 -0.57 -0.06



DFT (ωB97M-V/def2-TZVPD) results for a cluster of 10 separate species, C15H51NO11 in total.

The geometry in XYZ format:
```
78
Properties=species:S:1:pos:R:3:forces:R:3
C 1.068670 7.598859 -6.771236 0.152 0.067 -0.213
O 0.738694 7.613907 -5.402666 0.049 0.029 0.035
C 0.767507 6.342309 -4.785168 -0.093 0.108 -0.041
C 0.793905 6.578102 -3.300365 0.100 0.394 0.848
N 0.782032 5.348748 -2.498205 -0.258 0.261 -0.288
C -0.464334 4.588697 -2.627533 0.375 0.123 0.315
C -0.389840 3.317408 -1.826915 -0.350 -0.190 0.259
O -0.394293 3.638059 -0.446144 0.062 0.186 -0.312
C -0.709935 2.529519 0.355649 0.193 0.092 0.556
H 0.405314 8.287306 -7.296325 -0.009 -0.045 -0.012
H 0.974826 6.602101 -7.212752 -0.143 0.023 0.029
H 2.101194 7.932855 -6.932326 -0.035 -0.038 0.087
H 1.651746 5.773177 -5.092267 -0.035 -0.064 -0.008
H -0.140932 5.792836 -5.060738 0.145 -0.106 -0.149
H -0.017075 7.274068 -3.021710 -0.185 -0.237 -0.238
H 1.698827 7.132588 -3.031389 0.084 -0.161 -0.207
H 0.811498 5.662169 -1.533673 0.269 -0.260 0.065
H -0.625097 4.309800 -3.666667 -0.077 0.103 -0.059
H -1.311869 5.176370 -2.245978 -0.184 -0.091 -0.288
H 0.511252 2.744501 -2.078723 0.012 0.028 -0.034
H -1.272289 2.699303 -2.057222 0.085 0.021 0.007
H -0.630059 2.840289 1.397460 -0.059 0.040 -0.058
H 0.011558 1.713705 0.227259 -0.182 -0.100 -0.183
H -1.738388 2.196400 0.178803 0.091 -0.203 -0.110
C -4.024765 -2.354576 0.356705 -0.046 -0.141 -0.117
O -5.447698 -2.313010 0.238416 0.145 0.110 -0.013
H -3.508057 -2.325088 -0.608332 -0.176 -0.027 -0.054
H -3.711858 -1.475199 0.912421 -0.050 -0.009 0.098
H -3.700606 -3.248102 0.891913 0.095 0.078 0.083
H -5.756953 -3.172847 -0.055900 0.036 0.004 -0.045
C -0.252534 -0.543294 -3.319031 0.285 0.473 0.319
O 0.209494 -0.823346 -4.628767 -0.049 -0.088 -0.086
H 0.435087 -0.911419 -2.553113 -0.164 -0.214 -0.004
H -0.308674 0.537666 -3.151344 -0.118 -0.016 -0.160
H -1.243317 -0.967591 -3.168684 0.023 -0.115 -0.004
H 1.105871 -1.158989 -4.576834 0.004 0.008 -0.039
C 0.277670 -3.410341 5.588484 -0.131 -0.449 0.152
O -0.258177 -3.840796 4.338955 -0.112 0.409 0.192
H -0.416261 -2.736288 6.090304 -0.112 0.113 -0.291
H 0.385837 -4.272289 6.253161 0.226 0.038 -0.017
H 1.234244 -2.903229 5.469157 0.058 -0.001 -0.002
H 0.476557 -4.122660 3.776613 0.190 -0.066 -0.016
C 0.503793 -1.795930 0.976585 0.008 0.007 0.368
O -0.771267 -2.391640 0.800898 0.334 -0.053 -0.066
H 1.123727 -1.949314 0.091991 -0.206 -0.017 -0.149
H 0.407609 -0.726747 1.178216 0.147 0.024 -0.072
H 1.030272 -2.262536 1.820243 0.061 0.113 -0.031
H -1.226242 -2.305644 1.651774 -0.421 -0.031 -0.232
C 3.954196 -0.724115 1.915443 0.242 0.085 -0.465
O 4.559012 0.333495 2.649268 -0.122 -0.171 0.148
H 3.127467 -0.359412 1.298327 -0.066 -0.019 0.093
H 4.680544 -1.198851 1.247587 -0.057 -0.067 0.055
H 3.583254 -1.485685 2.598005 -0.033 0.118 0.166
H 5.223990 0.745664 2.092666 -0.054 0.049 0.011
C 0.098686 -0.135813 4.026193 -0.146 -0.301 0.302
O 0.366009 0.849206 3.041279 -0.020 -0.145 0.105
H -0.779230 -0.715519 3.739262 -0.040 0.229 -0.267
H 0.909200 -0.864629 4.140093 0.125 0.184 -0.053
H -0.123121 0.302944 5.005408 0.130 0.073 -0.044
H 1.205954 1.264831 3.257800 0.013 0.035 -0.020
C -3.500561 -2.394560 3.943466 0.268 0.188 0.210
O -2.386240 -2.571142 3.092737 0.350 0.042 -0.201
H -3.386566 -1.496440 4.563041 -0.056 -0.010 -0.043
H -4.375288 -2.268437 3.310234 -0.096 -0.092 0.060
H -3.621367 -3.249558 4.612735 -0.162 -0.051 -0.094
H -1.620690 -2.928255 3.577711 -0.195 -0.223 0.250
C 1.646356 -5.046060 1.453640 0.157 0.459 0.029
O 2.030921 -4.543021 2.739434 -0.254 0.022 0.095
H 0.559195 -5.029225 1.423427 -0.023 -0.194 0.076
H 1.980946 -4.370780 0.661628 0.144 -0.135 -0.004
H 2.038085 -6.047838 1.293805 -0.107 -0.088 -0.070
H 2.973869 -4.651404 2.886516 -0.021 -0.050 -0.126
C -0.021207 -3.890364 -2.008932 0.116 -0.964 0.334
O 0.199319 -5.191612 -2.570473 0.087 0.154 -0.091
H 0.744421 -3.236047 -2.411515 -0.125 0.129 -0.191
H -1.032058 -3.549752 -2.227449 0.070 0.316 -0.063
H 0.110029 -3.952928 -0.928048 -0.131 0.317 0.042
H -0.331787 -5.814560 -2.068287 -0.025 -0.023 -0.061
```
Positions in Å, forces in eV/Å.

Results
Relative energy (zero: lowest compared OMol25 entry of this formula, charge and spin) (kJ/mol): 0.00
SMILES string: COCCNCCOC.CO.CO.CO.CO.CO.CO.CO.CO.CO
Max |F| (eV/Å): 1.03
HOMO level (eV): -8.873
Charge: 0
Orbital gap (eV): 9.058

Löwdin atomic charge list, values in e, 4 entries: -0.12 -0.19 -0.24 -0.22



DFT (ωB97M-V/def2-TZVPD) results for a cluster of 2 separate species, C5H10O2 in total.

The geometry in XYZ format:
```
17
Properties=species:S:1:pos:R:3:forces:R:3
C -1.170323 2.282746 0.457730 0.216 -0.451 0.087
C 1.241680 -1.912772 1.483079 0.321 0.496 -0.042
C 0.432078 -1.206419 0.693620 -0.184 -0.480 0.131
O -0.019258 -1.701094 -0.506001 0.115 0.249 -0.238
C -0.056350 0.127340 1.007300 -0.212 0.070 0.134
C -0.840538 0.843373 0.209167 0.299 0.103 -0.140
H -0.728021 2.594396 1.402924 -0.124 0.135 0.045
H -2.243013 2.452984 0.473587 -0.124 0.103 -0.017
H -0.730251 2.880494 -0.337800 -0.083 0.159 -0.096
H 1.790958 -2.766134 1.111595 -0.265 -0.304 0.147
H 1.503355 -1.506281 2.449021 0.120 -0.053 -0.030
H 0.168645 -2.643750 -0.529606 0.057 -0.045 -0.041
H 0.295531 0.548428 1.941395 0.092 -0.009 0.018
H -1.149835 0.395537 -0.726755 -0.196 0.074 -0.045
H 0.599562 -0.269055 -3.802711 -0.017 0.181 -0.092
H 0.462174 -0.389317 -2.307040 -0.077 0.241 0.056
O 0.443606 0.269524 -3.019504 0.060 -0.467 0.124
```
Positions in Å, forces in eV/Å.

Results
Relative energy (zero: lowest compared OMol25 entry of this formula, charge and spin) (kJ/mol): 187.22
SMILES string: C=C(O)/C=C/C.O
Max |F| (eV/Å): 0.59
HOMO level (eV): -8.560
Charge: 0
Orbital gap (eV): 9.218

Löwdin atomic charge list, values in e, 4 entries: -0.08 0.05 -0.42 0.02